Entry from the Open Molecules 2025 dataset: a cluster of 8 separate species, C46H92F2N2O12S in total (wB97M-V/def2-TZVPD).

Geometry (Å):
S (-2.86578, -0.23285, -2.35079)
F (4.23706, -0.25747, -7.87458)
F (-2.60358, -1.66091, -2.92355)
O (2.23571, 5.16631, 2.84791)
O (-12.19767, 1.93324, 1.61414)
O (0.88051, -7.40753, -4.18683)
O (-0.04016, -4.24205, -1.27395)
O (-9.32820, -0.12145, -1.93399)
O (-1.27648, -6.76702, 2.09503)
O (-2.94963, 0.72454, -3.37689)
O (1.13580, 9.20911, 6.77422)
O (1.17739, 1.43236, -3.70359)
O (-6.14145, -5.29239, 3.54031)
O (-0.48877, 0.76526, -2.03369)
O (-4.02799, -0.26075, -1.52978)
N (2.20026, -4.65981, -1.28506)
N (2.99065, 1.96847, -2.19769)
C (-1.10313, -6.88574, -5.38868)
C (-6.95997, -0.12705, -1.69437)
C (0.76678, -5.04386, 0.76906)
C (-0.24990, -6.97504, -4.14580)
C (2.87145, -2.58633, -2.50883)
C (-8.37672, -2.26897, -1.57767)
C (-1.48623, -8.74782, 3.38939)
C (0.87858, 0.70363, -1.47379)
C (1.70454, 10.23787, 6.48682)
C (-1.98636, -7.68515, 2.44329)
C (2.91154, -3.35987, -1.17772)
C (1.44436, 1.36618, -6.04271)
C (2.66206, -1.06813, -2.33907)
C (3.40258, 3.36007, -2.12247)
C (2.41836, 1.05678, -7.17393)
C (2.06997, 1.49313, 0.74683)
C (4.31209, 4.68273, 0.75603)
C (2.71992, 5.10328, 5.17384)
C (-1.46025, 0.20193, -1.25214)
C (-10.32087, 1.87632, 0.15426)
C (-8.32152, -0.76958, -1.75412)
C (1.93621, 5.54012, 3.96052)
C (-3.40521, -7.81730, 1.95228)
C (3.13168, -0.27270, -7.01039)
C (-10.65988, 3.71846, 1.92288)
C (-7.61253, -3.47080, 3.14153)
C (4.53681, 0.64733, 0.88992)
C (0.92662, -4.60121, -0.66579)
C (3.04059, 0.32563, 1.04613)
C (8.43302, -2.57980, 1.46042)
C (3.02977, 10.60602, 7.10848)
C (4.81004, 3.60541, -1.53234)
C (-6.34616, -4.26606, 2.93391)
C (4.77941, 4.88986, -0.68192)
C (0.76719, 6.46152, 4.19736)
C (5.40086, -0.17588, 1.88558)
C (6.38142, -1.12795, 1.19904)
C (-5.34965, -3.72332, 1.93706)
C (1.32205, -0.77993, -1.66434)
C (1.59341, 1.75506, -2.35390)
C (0.77276, 1.04219, 0.02624)
C (-0.86518, -6.50028, -2.85526)
C (1.11992, 11.20978, 5.49091)
C (2.13979, 1.66147, -4.70253)
C (-11.16379, 2.45475, 1.26406)
C (7.40894, -1.67903, 2.19091)
H (1.30612, -1.24876, -0.68392)
H (3.25421, 4.45587, 0.82305)
H (-2.09673, -8.75888, 4.29354)
H (3.14345, 5.97360, 5.67753)
H (3.94647, -3.61329, -0.94361)
H (3.53022, 4.44610, 4.86322)
H (-3.63482, -6.99158, 1.28185)
H (-6.32383, -0.52565, -2.48207)
H (5.22201, 2.75195, -1.00190)
H (1.37674, -5.93812, 0.90196)
H (-11.35786, 4.02431, 2.69985)
H (0.74508, 0.55051, -5.84555)
H (2.51250, -1.09755, -7.35386)
H (-0.45529, -8.53239, 3.66291)
H (2.53605, -2.79499, -0.32555)
H (-10.58059, 4.51818, 1.18477)
H (-5.80629, -3.66014, 0.94739)
H (3.46473, -0.75212, -1.66748)
H (2.90776, 0.04494, 2.08950)
H (-9.41066, -2.60337, -1.64077)
H (2.06604, -4.91724, -2.25598)
H (0.03560, 5.97690, 4.84547)
H (5.47233, 3.83148, -2.36905)
H (-1.92794, 0.87895, -0.53624)
H (7.95438, -0.88215, 2.69560)
H (-8.23610, -3.97055, 3.87972)
H (6.92819, -2.30105, 2.94769)
H (-6.50035, -0.31376, -0.72386)
H (0.55541, -1.31178, -2.23039)
H (3.38322, 3.85046, -3.09714)
H (5.73445, 5.41250, -0.71837)
H (-9.33021, 1.61891, 0.53343)
H (-8.16628, -3.39821, 2.20428)
H (3.02660, 1.02909, -4.63293)
H (1.82792, 0.97472, -8.08881)
H (3.11935, 1.87228, -7.34702)
H (4.74489, 1.69432, 1.08923)
H (2.48325, 2.70016, -4.75927)
H (3.86570, -2.68382, -2.95132)
H (0.94708, 12.17535, 5.96859)
H (3.79131, 10.70541, 6.33323)
H (-3.52494, -8.75635, 1.40903)
H (1.11020, 7.38818, 4.66092)
H (-9.68341, 3.53949, 2.37607)
H (5.86310, -2.00015, 0.79883)
H (5.95159, 0.49102, 2.54994)
H (2.84215, -0.57664, 0.46894)
H (4.87535, 3.91224, 1.28408)
H (2.18254, -3.00995, -3.23838)
H (-0.53924, -7.25780, -6.24183)
H (-5.01118, -2.73343, 2.24761)
H (-2.00240, -7.49190, -5.26839)
H (-0.27578, -5.32936, 0.91097)
H (-1.20055, -0.72497, -0.72786)
H (-7.37059, -2.47002, 3.50343)
H (4.91242, 0.39220, -0.10386)
H (1.80043, 11.33480, 4.64703)
H (2.78527, -0.62372, -3.32080)
H (2.93800, 11.54600, 7.65471)
H (-4.09601, -7.78675, 2.79657)
H (6.94677, -0.60590, 0.42426)
H (4.78041, -0.78926, 2.54205)
H (-7.79829, -2.75880, -2.36270)
H (2.69343, 3.93865, -1.50946)
H (-1.38287, -5.84767, -5.57561)
H (9.35894, -2.02981, 1.28894)
H (0.17100, 10.82395, 5.12402)
H (0.81863, 2.21611, -6.31076)
H (4.45657, 5.60266, 1.32137)
H (-4.48961, -4.38848, 1.88573)
H (2.53709, 2.35566, 0.28597)
H (-1.75491, -7.09082, -2.62587)
H (-0.14850, -6.62171, -2.05034)
H (1.72259, 1.84577, 1.71918)
H (-1.13021, -5.44792, -2.93486)
H (8.70672, -3.45962, 2.03915)
H (1.08950, 2.71016, -2.13504)
H (3.46547, 1.36151, -1.55077)
H (0.45210, 0.19354, 0.63051)
H (0.29355, 6.69652, 3.24597)
H (1.08864, -4.27655, 1.47137)
H (-7.97523, -2.54271, -0.60043)
H (0.05998, 1.84487, 0.22147)
H (-7.06103, 0.94747, -1.83513)
H (-1.52665, -9.72571, 2.90713)
H (3.33294, 9.82429, 7.80191)
H (-10.79268, 0.97716, -0.23053)
H (8.07249, -2.87762, 0.47683)
H (4.06880, 5.58075, -1.14376)
H (-10.22704, 2.59752, -0.65875)
H (2.07011, 4.56195, 5.86307)
H (3.52711, -0.43415, -6.00991)

The SMILES is CCCCCCCC[C@@](CCCCNC(C)=O)(OCS(=O)(=O)F)[C@@H](NCCCC)OCCCCF.CC(C)=O.CC(C)=O.CC(C)=O.CC(C)=O.CC(C)=O.CC(C)=O.CC(C)=O. As for the energy above the lowest of the compared OMol25 structures with the same formula, charge and spin: 27.44 kcal/mol. For the max |F|, the calculation gives 2.7 eV Å⁻¹. The molar mass is 935.31 g/mol. The calculation puts the orbital gap at 0.3463 Ha. Its calculated total energy is -3418.1262 Eh.

Löwdin population analysis, charges in e, atoms 1 to 6: 0.65, -0.08, -0.13, 0.05, 0.07, 0.06


Entry from the Open Molecules 2025 dataset: a cluster of 10 separate species, C47H107N6O11 in total (wB97M-V/def2-TZVPD).

Geometry (Å):
O (0.50329, -1.97796, 0.70711)
O (4.42857, 0.72319, 3.39872)
O (-0.83773, -0.18180, 0.29740)
O (1.32613, 0.10633, 1.23028)
O (3.36475, 4.76329, 2.84985)
O (1.39530, 3.09531, -4.48938)
O (0.12254, 0.54049, -4.50222)
O (0.36546, -1.66975, -4.47452)
O (1.94314, -0.44125, -5.43137)
O (4.98119, 5.80230, 4.20308)
O (-1.96680, 5.88263, 3.35009)
N (1.88242, 1.94141, -7.25680)
N (-0.42338, -3.79261, 3.65782)
N (-5.27591, 4.84382, 1.67985)
N (-2.94342, -1.84134, -2.99498)
N (1.94638, 1.55009, 4.28733)
N (5.18062, -1.18018, -0.40722)
C (3.90455, -0.09483, 4.39614)
C (-2.52278, -0.41939, -3.35761)
C (2.70961, 3.01691, -6.57593)
C (-3.03172, 1.75547, -4.44300)
C (0.41988, -0.73537, 0.80575)
C (-1.18396, -5.45107, 1.95395)
C (2.82276, 0.70094, 5.17533)
C (4.21678, 5.19900, 3.56566)
C (0.86272, -0.58211, -4.80062)
C (0.16375, -5.53574, 1.32222)
C (5.83222, -1.38201, 0.88875)
C (3.90889, -0.42643, -0.27149)
C (-3.31112, -4.24262, -3.77729)
C (-4.17464, 6.29954, -0.08881)
C (-2.25569, -4.68183, -2.74545)
C (-5.96394, 4.02787, 0.60181)
C (1.94140, -0.29956, 5.96228)
C (1.35765, 3.70722, -3.21307)
C (-5.30216, 4.10588, -0.71208)
C (-6.27385, 4.71598, 2.85521)
C (3.58307, -3.23234, -0.27742)
C (-3.37829, 0.24639, -4.45113)
C (-0.49598, -4.69065, 4.89327)
C (5.37831, 1.72745, 3.56021)
C (-5.10312, 6.26191, 1.19334)
C (-4.20428, -1.76344, -2.25609)
C (-2.82334, 2.65123, 3.44716)
C (3.37102, -4.56573, -1.05256)
C (4.12045, 0.48510, -2.60757)
C (4.72033, -2.53081, -0.99775)
C (5.56390, -0.20358, -2.73419)
C (1.29515, -5.22122, 2.38443)
C (-4.72749, 5.49016, -1.15798)
C (-3.99048, 4.21605, 1.98769)
C (-0.62273, -2.29192, 4.17185)
C (-1.44374, -4.09792, 2.58871)
C (3.20664, -0.22469, -1.59934)
C (-4.15182, 3.02255, 2.94090)
C (-1.87387, -4.84485, 5.46421)
C (-1.75454, -5.45633, 6.86204)
C (1.94225, 3.89080, -5.58665)
C (0.99383, -3.87607, 3.08481)
C (-2.95903, -2.80193, -4.20312)
C (-1.82733, -2.32117, -2.05183)
C (3.39105, 3.92112, -7.61371)
C (-2.00099, -3.72899, -1.52626)
C (6.16116, -0.55430, -1.33387)
H (0.71005, 1.35399, -4.57424)
H (-6.08463, 3.88495, -1.46035)
H (6.63316, -2.09962, 0.75186)
H (-2.76873, -5.61081, 7.26115)
H (1.66688, 1.10662, 3.41839)
H (-1.17289, 6.03495, 2.80833)
H (4.30524, 1.52382, -2.31944)
H (-4.72514, 3.28690, 3.85753)
H (-1.69156, -2.29135, 4.27376)
H (-2.41235, -4.05729, 3.06694)
H (-2.38480, -5.68704, -2.39043)
H (-0.92038, -2.22578, -2.64064)
H (-6.17232, 3.00990, 0.90922)
H (1.17066, 4.40403, -6.12159)
H (2.49670, -0.98933, 6.64038)
H (4.19897, -5.23828, -0.95062)
H (6.14523, 1.41523, 4.32473)
H (-2.87905, -3.69591, -0.89534)
H (-2.54228, -5.42929, 4.83864)
H (6.40750, -0.49104, 1.22546)
H (-1.36505, -6.35778, 2.59899)
H (5.50429, -3.25426, -1.16949)
H (3.47834, 2.41941, -6.06998)
H (-1.01976, -3.90182, -0.97332)
H (-3.28974, -4.91515, -4.64719)
H (1.18979, 0.15977, 6.55320)
H (1.72905, -3.59843, 3.88569)
H (2.39045, 0.48905, -1.41897)
H (1.70421, 0.45129, -5.98531)
H (6.48003, 0.31590, -0.79020)
H (-2.82569, 1.66923, 4.00289)
H (4.62107, -0.48708, 5.19151)
H (2.60917, 4.66482, -5.17417)
H (5.09840, -1.78802, 1.58263)
H (-4.45431, 0.14428, -4.36327)
H (3.86864, 3.13182, -8.30662)
H (-0.21734, -2.14367, 5.16604)
H (-5.94298, 5.32323, 3.70361)
H (-1.92644, -2.82859, -4.48891)
H (-4.70894, 2.24315, 2.44419)
H (-6.90851, 4.46481, 0.52464)
H (-3.98472, 5.31759, -1.93886)
H (-0.08996, -5.67299, 4.60201)
H (-0.20706, -1.65030, 3.39195)
H (2.21828, 2.53416, 4.11734)
H (1.29305, -6.09103, 3.03442)
H (-1.03776, -4.94106, 7.46930)
H (-3.23401, 4.94654, 2.28987)
H (6.18553, 0.48109, -3.36189)
H (-2.13306, 6.66931, 3.95763)
H (3.87795, -3.52623, 0.75081)
H (-4.71082, 6.84424, 2.03810)
H (-3.57458, 3.71547, 1.10186)
H (-7.22645, 5.09404, 2.51307)
H (3.34531, -0.87253, 0.51692)
H (0.28125, -4.90218, 0.45243)
H (-1.91907, -5.57955, 1.16559)
H (4.89526, 2.70552, 3.81629)
H (-2.01188, 1.93836, -4.75319)
H (-1.27714, -6.44016, 6.73662)
H (-4.55175, 3.26787, -0.75889)
H (5.95616, 1.90428, 2.67115)
H (4.18656, 0.50915, 0.24261)
H (5.45619, -1.07832, -3.36335)
H (3.35126, 1.34586, 5.83409)
H (-1.73478, -1.62225, -1.25601)
H (-1.34293, -3.27483, 1.86532)
H (-3.19069, 5.86711, 0.19711)
H (1.00184, -3.07371, 2.38299)
H (-0.97367, 0.52760, 0.96090)
H (2.76350, 4.52196, -8.27585)
H (-5.48428, 5.93907, -1.79071)
H (0.16264, -4.31511, 5.62030)
H (1.12047, 2.40055, -7.74086)
H (2.30756, -5.16482, 1.97590)
H (2.51397, -5.07800, -0.59310)
H (-4.21330, -4.52040, -3.31529)
H (-2.60438, 0.07780, -2.40626)
H (-4.10194, 7.36785, -0.35005)
H (6.93280, -1.28863, -1.37653)
H (-6.10954, 6.61613, 0.97862)
H (-3.63649, 2.33513, -5.14626)
H (-2.35355, 3.43063, 4.10177)
H (-1.30640, -4.62317, -3.18272)
H (-2.32953, -3.81592, 5.53160)
H (3.73937, 0.57769, -3.66384)
H (0.29766, -6.52626, 0.92086)
H (-3.26076, 2.11841, -3.43189)
H (-3.96738, -1.52017, -1.23814)
H (-3.05819, -0.08301, -5.45074)
H (2.55095, 1.62551, -8.01365)
H (0.83458, 4.64569, -3.30907)
H (-2.14977, 2.52403, 2.60464)
H (-6.54842, 3.70973, 3.06630)
H (-1.49381, -0.40184, -3.59336)
H (3.28058, -4.37118, -2.11938)
H (3.47393, -0.90923, 3.81984)
H (2.35044, 3.87652, -2.83138)
H (1.44531, -0.98645, 5.31717)
H (4.32483, -2.33592, -1.98631)
H (0.81467, 3.05401, -2.49437)
H (4.17516, 4.53897, -7.19283)
H (2.61868, -2.77037, -0.15936)
H (-4.71905, -2.72773, -2.27369)
H (2.69347, -1.11970, -1.94266)
H (-3.54422, -2.44640, -5.06929)
H (-4.84573, -1.05367, -2.73124)

As for the energy above the lowest of the compared OMol25 structures with the same formula, charge and spin: 29.54 kcal/mol. For the max |F|, the calculation gives 6.1 eV Å⁻¹. Its total charge is +3. The molar mass is 932.40 g/mol. The calculation puts the orbital gap at 0.2960 Ha. Its calculated total energy is -3010.3023 Eh.

Löwdin population analysis, charges in e, atoms 1 to 6: -0.05, -0.22, -0.03, -0.07, 0.15, -0.25